{"formula": "C18H11Cl2N3O5ReS2", "method": "ωB97M-V with the def2-TZVPD basis set", "total_charge": 2, "s_squared": 3.7664, "e_above_lowest_kcal_mol": 12.8, "total_energy_ha": -3027.4969, "spin_multiplicity": 4, "species": ["S", "C", "S", "N", "C", "C", "C", "C", "O", "H", "C", "C", "H", "H", "H", "C", "C", "Cl", "C", "C", "H", "N", "O", "N", "H", "Cl", "C", "O", "C", "H", "C", "C", "Re", "O", "C", "H", "H", "O", "C", "H", "C", "H"], "xyz": [[-0.73361, 1.24569, 2.62251], [-2.73985, 5.16373, -3.44559], [-2.06894, 3.06509, -0.07533], [-2.61597, -0.25807, 3.89364], [-3.54144, -1.24950, 3.91387], [-0.44005, 4.39130, -3.32381], [-1.45012, 5.09061, -3.97198], [1.43928, -1.14110, -0.36232], [-1.33524, -0.77133, -1.01074], [2.53304, -3.08799, -1.75043], [-0.48343, -3.50462, -3.22106], [-1.21444, -2.52091, -2.57955], [-3.15675, -2.18912, 0.70983], [-3.49935, 5.72385, -3.97353], [-4.05807, -1.40882, 4.85074], [-3.77582, -1.97719, 2.78084], [0.16471, 2.94147, -1.29766], [1.73294, -4.94206, -3.75068], [0.86803, -3.71156, -2.92696], [-0.75262, 3.75912, -2.13406], [-1.23226, 5.59774, -4.90217], [-0.49449, 2.58480, -0.06009], [1.24355, 2.52427, -1.58212], [-2.11847, -0.69160, 1.66110], [2.49371, -1.34914, -0.17678], [-2.87491, -2.29280, -2.95051], [0.75668, -1.92493, -1.32157], [0.95219, -0.19142, 0.31116], [1.48732, -2.93310, -1.98409], [-0.97026, -4.12351, -3.96376], [-3.06429, 4.54124, -2.24782], [-2.04850, 3.83377, -1.63244], [-0.90715, 0.59287, 0.28074], [-2.66218, 1.65624, -0.05860], [-1.91541, 0.03134, 2.78033], [-4.51030, -2.76736, 2.76729], [0.56460, 4.34046, -3.72130], [-2.55948, 3.89065, 0.96253], [-3.02541, -1.65743, 1.64591], [-2.45084, 0.29773, 4.72768], [-0.60706, -1.71034, -1.62292], [-4.05574, 4.61011, -1.82241]], "atomic_forces_ev_per_a": [[-0.3, 0.1, 0.4], [0.0, 0.0, 0.0], [0.1, 0.0, -0.2], [-0.2, -0.1, 0.0], [0.1, 0.1, 0.0], [0.0, 0.0, 0.0], [0.0, 0.0, 0.0], [0.0, 0.1, -0.2], [-0.1, -0.2, -0.8], [0.0, 0.0, 0.0], [-0.1, 0.0, 0.0], [0.0, -0.1, -0.1], [0.0, 0.0, 0.0], [0.0, 0.0, 0.0], [0.0, 0.0, 0.0], [0.1, 0.0, 0.0], [-0.1, 0.1, 0.0], [0.0, 0.0, 0.0], [0.0, 0.0, 0.0], [-0.1, 0.0, 0.0], [0.0, 0.0, 0.0], [0.2, -0.3, -0.5], [0.0, 0.0, 0.0], [-0.2, -0.2, 0.2], [0.0, 0.0, 0.0], [0.0, 0.0, 0.0], [0.0, 0.0, 0.0], [-0.1, -0.1, 0.2], [0.0, 0.0, 0.0], [0.0, 0.0, 0.0], [0.0, 0.0, 0.0], [0.0, 0.0, 0.0], [0.1, 0.4, 0.6], [-0.1, -0.1, 0.1], [0.5, 0.1, 0.1], [0.0, 0.0, 0.0], [0.0, 0.0, 0.0], [0.0, 0.0, 0.1], [-0.1, -0.1, -0.1], [0.0, 0.0, 0.0], [0.0, 0.3, 0.2], [0.0, 0.0, 0.0]]}